(1)
40
Properties=species:S:1:pos:R:3 method="wB97M-V/def2-TZVPD" homo_energy_ev="-14.5 / -14.6" orbital_gap_ev="7.76 / 6.00" total_energy_ev=-159978.09945 lumo_energy_ev="-6.7 / -8.6" total_charge=+2 spin_multiplicity=6
Ru -1.126 -0.351 -0.256
C -3.359 -1.005 1.222
C -2.295 -1.650 1.850
C -1.458 -2.512 1.110
C -1.761 -2.782 -0.241
C -2.807 -2.092 -0.882
C -3.581 -1.167 -0.157
H -4.054 -0.413 1.803
H -2.151 -1.542 2.918
H -0.692 -3.089 1.622
H -1.218 -3.557 -0.775
H -3.087 -2.348 -1.900
H -4.441 -0.697 -0.620
C 3.183 0.817 -3.974
Si 3.245 -0.883 -3.148
C 2.632 -2.425 -4.055
C 4.343 -1.102 -1.619
Se 0.760 -0.520 -1.652
H 4.018 0.953 -4.658
H 3.232 1.622 -3.243
H 2.270 0.948 -4.554
H 3.385 -2.801 -4.745
H 1.737 -2.215 -4.638
H 2.398 -3.233 -3.362
H 5.377 -1.282 -1.907
H 4.030 -1.950 -1.013
H 4.338 -0.215 -0.987
Se 1.535 1.735 1.012
N -0.229 1.348 1.033
C -0.801 2.055 2.014
C -2.165 2.060 2.345
C -2.581 2.790 3.430
C -1.673 3.558 4.183
C -0.341 3.629 3.859
C 0.126 2.872 2.764
N 1.380 2.803 2.342
H -2.862 1.510 1.728
H -3.625 2.788 3.708
H -2.045 4.113 5.029
H 0.362 4.230 4.415


(2)
41
Properties=species:S:1:pos:R:3 method="wB97M-V/def2-TZVPD" homo_energy_ev=-7.8 orbital_gap_ev=8.31 relative_energy_kcal_mol=67.8 total_energy_ev=-28522.09405 lumo_energy_ev=0.5 smiles="C[C@@H](O)[C@H](N)C(=O)N[C@@H](Cc1c[nH]c2ccccc12)C(=O)O"
C -0.875 4.131 1.561
C -0.964 3.405 0.170
O -1.428 4.328 -0.831
C 0.424 2.746 -0.159
N 0.687 2.696 -1.537
C 0.677 1.420 0.522
O 0.138 1.164 1.561
N 1.505 0.615 -0.240
C 1.937 -0.551 0.292
C 1.920 -1.863 -0.407
C 0.471 -1.960 -1.066
C 0.125 -2.068 -2.388
N -1.178 -2.539 -2.472
C -1.599 -2.709 -1.171
C -2.800 -3.282 -0.797
C -2.908 -3.319 0.604
C -1.981 -2.969 1.584
C -0.783 -2.391 1.145
C -0.604 -2.283 -0.244
C 3.093 -0.334 1.135
O 3.449 0.622 1.727
O 3.557 -1.555 1.484
H -0.250 4.971 1.490
H -1.910 4.430 1.965
H -0.355 3.467 2.290
H -1.672 2.596 0.232
H -1.471 3.934 -1.685
H 1.136 3.476 0.237
H 0.850 3.601 -1.797
H -0.174 2.283 -1.940
H 1.838 0.967 -1.085
H 1.115 -0.588 1.018
H 2.087 -2.671 0.284
H 2.556 -1.720 -1.315
H 0.655 -1.542 -3.141
H -1.732 -2.753 -3.298
H -3.448 -3.723 -1.516
H -3.859 -3.537 1.097
H -2.236 -3.074 2.673
H -0.015 -1.935 1.708
H 4.025 -1.486 2.309


(3)
40
Properties=species:S:1:pos:R:3 method="wB97M-V/def2-TZVPD" homo_energy_ev="-10.7 / -10.9" orbital_gap_ev="6.59 / 6.61" relative_energy_kcal_mol=18.5 total_energy_ev=-32158.88183 lumo_energy_ev="-4.2 / -4.3" total_charge=+1
Pt -0.041 -0.881 -0.783
O -1.369 -1.209 3.041
C -1.208 -1.352 1.839
N -0.034 -1.563 1.227
C 1.229 -1.393 1.878
C 2.360 -1.350 0.870
C 3.685 -1.325 1.289
C 4.700 -1.290 0.346
C 4.372 -1.314 -1.004
C 3.036 -1.341 -1.350
N 2.065 -1.340 -0.438
C -2.383 -1.336 0.875
C -3.678 -1.323 1.371
C -4.745 -1.292 0.484
C -4.482 -1.314 -0.877
C -3.163 -1.324 -1.300
N -2.149 -1.314 -0.446
H 1.406 -2.237 2.561
H 1.236 -0.479 2.496
H 3.914 -1.331 2.343
H 5.735 -1.248 0.655
H 5.126 -1.320 -1.773
H 2.718 -1.365 -2.386
H -3.810 -1.333 2.440
H -5.762 -1.256 0.844
H -5.273 -1.332 -1.608
H -2.905 -1.340 -2.352
C -1.970 2.698 -0.764
Sb -0.056 1.733 -0.862
C 0.944 2.754 -2.461
C 0.892 2.629 0.849
H -1.830 3.774 -0.734
H -2.483 2.373 0.138
H -2.566 2.430 -1.631
H 0.859 3.825 -2.319
H 0.493 2.473 -3.407
H 1.992 2.468 -2.467
H 0.816 3.710 0.774
H 1.940 2.342 0.889
H 0.393 2.295 1.756


(4)
41
Properties=species:S:1:pos:R:3 method="wB97M-V/def2-TZVPD" homo_energy_ev="-0.9 / -5.2" orbital_gap_ev="3.89 / 7.13" relative_energy_kcal_mol=5.9 total_energy_ev=-112087.10516 lumo_energy_ev="3.0 / 2.0" total_charge=-1 spin_multiplicity=5
Ir 0.492 0.355 -0.334
Cl 2.608 1.226 -0.371
Cl -1.773 -0.105 -0.445
C 0.708 -0.896 -1.822
H -0.132 -1.329 -2.349
H 1.594 -0.939 -2.432
C 0.417 -1.185 0.946
C 0.941 -1.712 -0.343
H -0.592 -1.402 1.240
C 2.483 -2.152 -0.530
H 0.279 -2.584 -0.352
C 3.200 -2.561 0.747
H 2.451 -2.914 -1.313
H 3.041 -1.302 -0.963
C 2.781 -1.533 1.801
H 2.891 -3.574 1.027
H 4.276 -2.574 0.545
C 1.295 -1.695 2.072
H 3.387 -1.653 2.697
H 2.984 -0.533 1.402
H 1.124 -2.774 2.160
H 1.021 -1.245 3.028
C -1.790 2.883 -2.322
N -2.350 2.907 -0.989
C -1.664 2.752 0.167
Se 0.184 2.668 0.307
N -2.592 2.687 1.172
C -3.876 2.884 0.645
C -5.080 3.157 1.280
C -6.138 3.596 0.470
C -5.973 3.768 -0.921
C -4.749 3.487 -1.546
C -3.715 3.037 -0.725
H -2.102 1.989 -2.875
H -0.704 2.904 -2.239
H -2.153 3.771 -2.842
H -2.383 2.456 2.132
H -5.156 3.012 2.359
H -7.114 3.816 0.908
H -6.822 4.126 -1.512
H -4.561 3.616 -2.613


(5)
47
Properties=species:S:1:pos:R:3 method="wB97M-V/def2-TZVPD" homo_energy_ev=-0.8 orbital_gap_ev=5.14 relative_energy_kcal_mol=9.9 total_energy_ev=-79307.05001 lumo_energy_ev=4.4 total_charge=-2
Pd 0.450 0.489 1.048
Cl -7.719 -0.341 -0.535
C -6.092 -1.000 -0.325
C -5.011 -0.141 -0.169
C -3.741 -0.643 -0.008
Cl -2.430 0.500 0.179
C -3.430 -2.057 0.014
O -2.284 -2.529 0.154
C -4.616 -2.859 -0.155
Cl -4.397 -4.602 -0.151
C -5.896 -2.367 -0.318
H -5.164 0.931 -0.175
H -6.729 -3.047 -0.439
C 6.205 0.223 1.184
C 4.925 0.992 1.503
C 4.753 1.150 3.011
C 4.979 2.377 0.852
N 3.784 0.187 1.061
N 3.679 0.139 -0.370
H 7.087 0.786 1.505
H 6.270 0.045 0.110
H 6.194 -0.743 1.694
H 5.582 1.729 3.429
H 4.726 0.169 3.490
H 3.817 1.670 3.226
H 5.850 2.932 1.217
H 4.087 2.957 1.094
H 5.066 2.284 -0.232
H 2.907 0.595 1.408
H 3.114 -0.680 -0.568
H 3.093 0.918 -0.672
O 1.799 4.715 1.416
S 1.060 3.485 1.047
N 1.295 2.248 1.784
N -0.291 -5.660 0.183
C 0.157 -4.352 -0.036
C 0.422 -3.496 1.023
C 0.837 -2.208 0.759
N 1.033 -1.729 -0.481
C 0.792 -2.568 -1.483
C 0.364 -3.873 -1.325
H -0.783 -5.756 1.059
H -0.863 -6.004 -0.574
H 0.238 -3.805 2.045
H 0.942 -1.460 1.564
H 0.934 -2.165 -2.482
H 0.162 -4.499 -2.187


(6)
48
Properties=species:S:1:pos:R:3 method="wB97M-V/def2-TZVPD" homo_energy_ev=-8.5 orbital_gap_ev=9.10 total_energy_ev=-51624.63474 lumo_energy_ev=0.6 smiles="CCOC(=O)Cc1csc(N[C@@](NC(=O)OCC)(C(=O)OCC)C(F)(F)F)n1"
C 6.081 -2.499 1.107
C 5.152 -1.410 0.590
O 3.794 -1.667 0.959
C 3.403 -1.273 2.166
O 4.103 -0.712 2.966
C 1.930 -1.580 2.383
C 1.160 -0.312 2.183
C 1.328 0.848 2.867
S 0.259 2.073 2.271
C -0.340 0.903 1.127
N -1.375 1.164 0.274
C -1.564 0.182 -0.759
N -0.636 0.273 -1.858
C -0.106 1.451 -2.298
O -0.420 2.538 -1.879
O 0.805 1.219 -3.247
C 1.373 2.374 -3.872
C 0.453 2.935 -4.945
C -1.422 -1.260 -0.171
O -0.779 -2.103 -0.734
O -2.223 -1.424 0.854
C -2.203 -2.714 1.483
C -3.368 -2.781 2.451
C -3.006 0.331 -1.302
F -3.312 -0.669 -2.138
F -3.173 1.466 -1.986
F -3.925 0.326 -0.335
N 0.217 -0.258 1.199
H 5.759 -3.471 0.743
H 7.093 -2.307 0.763
H 6.074 -2.507 2.194
H 5.148 -1.380 -0.501
H 5.449 -0.436 0.992
H 1.592 -2.315 1.655
H 1.797 -1.948 3.402
H 2.015 1.054 3.661
H -1.455 2.125 -0.052
H -0.205 -0.604 -2.133
H 2.314 2.021 -4.300
H 1.571 3.132 -3.107
H 0.939 3.772 -5.440
H 0.224 2.170 -5.682
H -0.474 3.281 -4.495
H -1.243 -2.823 1.998
H -2.273 -3.483 0.707
H -4.304 -2.643 1.918
H -3.277 -1.998 3.198
H -3.376 -3.748 2.945


(7)
57
Properties=species:S:1:pos:R:3 method="wB97M-V/def2-TZVPD" homo_energy_ev="-7.6 / -7.7" orbital_gap_ev="7.57 / 7.61" relative_energy_kcal_mol=4.9 total_energy_ev=-154618.73689 lumo_energy_ev="0.0 / -0.1" spin_multiplicity=6
Mn -0.171 0.842 0.751
F 3.853 -2.033 1.230
C 4.257 -0.885 0.702
F 4.327 -1.021 -0.622
F 5.456 -0.583 1.173
S 3.050 0.453 1.075
O 1.817 -0.039 0.454
O 3.592 1.663 0.539
N 3.029 0.362 2.637
S 1.786 0.812 3.485
O 0.740 1.417 2.660
O 2.150 1.485 4.680
C 1.044 -0.797 3.995
F 1.960 -1.583 4.543
F 0.066 -0.584 4.864
F 0.544 -1.405 2.914
C 0.492 4.444 0.592
C 1.048 3.504 -0.427
C 2.126 3.970 -1.347
O 0.637 2.355 -0.501
H 0.538 5.477 0.256
H 1.126 4.358 1.482
H -0.521 4.149 0.864
H 2.756 4.715 -0.865
H 1.647 4.450 -2.206
H 2.716 3.121 -1.687
C -5.021 -0.202 2.988
S -3.892 -1.232 2.023
C -3.860 -0.361 0.500
C -3.228 0.804 0.261
S -2.317 1.780 1.391
S -3.287 1.340 -1.406
C -4.086 -0.032 -2.090
S -4.328 -0.240 -3.703
S -4.605 -1.144 -0.878
H -5.108 -0.676 3.965
H -6.000 -0.163 2.517
H -4.607 0.797 3.105
O -0.728 -0.998 -0.019
C -0.929 -1.868 -0.862
C -0.399 -3.258 -0.719
C 0.638 -3.427 -1.867
C 1.303 -2.127 -2.378
C 0.512 -1.304 -3.416
C -0.727 -0.594 -2.865
N -1.487 -1.566 -2.065
H -1.203 -3.992 -0.812
H 0.051 -3.362 0.266
H 0.166 -3.937 -2.711
H 1.418 -4.098 -1.507
H 2.245 -2.412 -2.850
H 1.580 -1.492 -1.530
H 0.201 -1.971 -4.228
H 1.175 -0.562 -3.867
H -1.371 -0.209 -3.656
H -0.462 0.248 -2.219
H -1.710 -2.390 -2.610


(8)
39
Properties=species:S:1:pos:R:3 method="wB97M-V/def2-TZVPD" homo_energy_ev=-8.4 orbital_gap_ev=9.22 relative_energy_kcal_mol=12.8 total_energy_ev=-24182.51842 lumo_energy_ev=0.8 smiles="CCOC(=O)[C@H]1CCCCN1Cc1ccc(F)cc1"
C -4.800 -2.083 0.026
C -3.361 -2.579 0.043
O -2.479 -1.644 -0.586
C -2.032 -0.629 0.158
O -2.325 -0.470 1.313
C -1.119 0.260 -0.683
C -1.698 1.686 -0.784
C -1.565 2.429 0.542
C -0.108 2.406 0.997
C 0.361 0.952 1.103
N 0.230 0.206 -0.139
C 1.272 0.504 -1.105
C 2.599 -0.017 -0.619
C 3.754 0.747 -0.720
C 4.972 0.251 -0.285
C 5.014 -1.018 0.259
F 6.198 -1.508 0.688
C 3.879 -1.800 0.378
C 2.674 -1.291 -0.067
H -5.115 -1.878 -0.994
H -4.885 -1.172 0.613
H -5.451 -2.839 0.454
H -3.254 -3.500 -0.533
H -3.028 -2.739 1.073
H -1.099 -0.192 -1.681
H -2.745 1.628 -1.088
H -1.151 2.224 -1.562
H -1.917 3.457 0.428
H -2.181 1.937 1.296
H -0.005 2.890 1.969
H 0.513 2.953 0.283
H 1.407 0.904 1.411
H -0.243 0.442 1.856
H 1.021 -0.013 -2.038
H 1.362 1.578 -1.335
H 3.707 1.740 -1.143
H 5.875 0.835 -0.359
H 3.950 -2.785 0.810
H 1.770 -1.873 0.020


(9)
45
Properties=species:S:1:pos:R:3 method="wB97M-V/def2-TZVPD" homo_energy_ev=-9.1 orbital_gap_ev=9.41 relative_energy_kcal_mol=1.9 total_energy_ev=-45254.14986 lumo_energy_ev=0.3 smiles="COC(=O)c1cc(NC(=O)[C@H](CCS(C)(=O)=O)OC)c(F)cc1OC"
C 5.403 -0.530 3.239
O 4.341 -0.705 2.296
C 4.610 -0.241 1.057
O 5.668 0.245 0.761
C 3.430 -0.394 0.159
C 2.163 -0.509 0.711
C 1.026 -0.592 -0.073
N -0.273 -0.683 0.493
C -0.925 0.433 0.961
O -0.372 1.484 1.179
C -2.434 0.230 1.152
C -3.133 0.623 -0.146
C -4.631 0.379 -0.057
S -5.534 0.952 -1.479
C -4.952 -0.058 -2.815
O -6.920 0.630 -1.263
O -5.136 2.308 -1.750
O -2.954 1.028 2.173
C -2.444 0.709 3.454
C 1.198 -0.574 -1.444
F 0.108 -0.656 -2.230
C 2.435 -0.489 -2.046
C 3.570 -0.392 -1.243
O 4.810 -0.323 -1.750
C 4.961 -0.319 -3.159
H 5.036 -0.937 4.175
H 6.294 -1.064 2.913
H 5.646 0.526 3.349
H 2.053 -0.515 1.785
H -0.838 -1.475 0.231
H -2.622 -0.835 1.375
H -2.941 1.681 -0.331
H -2.692 0.055 -0.969
H -4.884 -0.675 0.072
H -5.069 0.940 0.769
H -5.537 0.246 -3.681
H -3.898 0.136 -2.993
H -5.140 -1.105 -2.586
H -2.967 1.340 4.169
H -2.634 -0.343 3.699
H -1.372 0.911 3.515
H 2.485 -0.495 -3.123
H 6.029 -0.252 -3.340
H 4.575 -1.240 -3.603
H 4.463 0.544 -3.608


(10)
38
Properties=species:S:1:pos:R:3 method="wB97M-V/def2-TZVPD" homo_energy_ev="2.9 / 2.5" orbital_gap_ev="1.82 / 2.04" relative_energy_kcal_mol=6.9 total_energy_ev=-57555.59544 lumo_energy_ev="4.7 / 4.6" total_charge=-2 spin_multiplicity=2
Yb 0.546 -1.397 0.198
C -0.101 -3.235 2.014
C 1.132 -2.689 2.476
C 0.915 -1.322 2.821
H 2.074 -3.231 2.564
C -0.459 -1.019 2.567
C -1.085 -2.207 2.080
H -2.143 -2.323 1.838
H -0.272 -4.270 1.716
H 1.650 -0.653 3.269
H -0.958 -0.068 2.767
C 0.057 -2.741 -2.007
C -1.149 -2.750 -1.246
C -1.661 -1.419 -1.204
H -1.611 -3.630 -0.795
C -0.772 -0.589 -1.947
C 0.295 -1.398 -2.439
H 1.126 -1.063 -3.052
H 0.685 -3.600 -2.232
H -2.576 -1.089 -0.713
H -0.929 0.467 -2.171
O 0.493 0.817 -0.068
C -0.246 2.862 -0.375
C 1.216 3.001 -0.104
C -1.250 2.836 0.702
C -0.682 3.207 -1.727
C 1.690 1.547 -0.350
H 1.348 3.329 0.935
H 1.673 3.758 -0.751
H 1.927 1.457 -1.448
H 2.557 1.189 0.275
H -1.377 3.823 1.190
H -0.993 2.104 1.487
H -2.237 2.573 0.279
H -0.652 4.296 -1.916
H -1.722 2.894 -1.902
H -0.014 2.737 -2.460
I 3.502 -2.204 -0.270


(11)
38
Properties=species:S:1:pos:R:3 method="wB97M-V/def2-TZVPD" homo_energy_ev="2.3 / 2.3" orbital_gap_ev="2.34 / 2.34" relative_energy_kcal_mol=0.0 total_energy_ev=-57555.89649 lumo_energy_ev="4.7 / 4.7" total_charge=-2 spin_multiplicity=2
Yb -0.831 -0.377 1.231
C -1.965 0.883 2.960
C -0.799 0.369 3.556
C 0.312 0.956 2.926
H -0.763 -0.385 4.319
C -0.164 1.840 1.941
C -1.570 1.800 1.962
H -2.227 2.370 1.330
H -2.974 0.608 3.213
H 1.341 0.702 3.104
H 0.442 2.404 1.252
C -2.780 -1.606 0.469
C -3.082 -0.248 0.332
C -2.183 0.306 -0.612
H -3.836 0.290 0.878
C -1.374 -0.738 -1.100
C -1.719 -1.911 -0.420
H -1.237 -2.867 -0.505
H -3.233 -2.293 1.161
H -2.141 1.334 -0.928
H -0.566 -0.621 -1.802
O 0.871 -0.357 0.539
C 2.035 0.339 -2.140
C 2.653 -0.512 -1.088
C 2.028 1.811 -1.974
C 1.669 -0.266 -3.444
C 1.635 -1.254 -0.216
H 3.282 0.085 -0.422
H 3.298 -1.272 -1.540
H 1.011 -1.897 -0.843
H 2.157 -1.913 0.487
H 2.977 2.268 -2.291
H 1.886 2.087 -0.930
H 1.245 2.288 -2.566
H 2.522 -0.303 -4.138
H 0.886 0.298 -3.955
H 1.324 -1.296 -3.334
I -0.130 -2.921 2.589